Record 1
{
  "formula": "C29H16F8IrN5O6S2",
  "method": "ωB97M-V/def2-TZVPD",
  "elements": ["Ir", "O", "C", "O", "C", "C", "C", "N", "C", "C", "C", "C", "C", "C", "C", "N", "C", "C", "C", "C", "C", "N", "H", "H", "H", "H", "H", "H", "H", "H", "H", "H", "F", "C", "C", "C", "C", "C", "F", "C", "C", "C", "C", "C", "C", "N", "H", "H", "H", "H", "H", "H", "F", "C", "F", "F", "S", "O", "O", "N", "S", "O", "O", "C", "F", "F", "F"],
  "xyz": [[-1.054, -0.346, 0.247], [4.731, -4.268, 1.717], [4.703, -3.165, 2.197], [5.334, -2.273, 2.709], [3.173, -2.469, 1.787], [2.856, -1.223, 2.267], [1.613, -0.721, 1.906], [0.785, -1.414, 1.120], [1.143, -2.602, 0.625], [2.351, -3.193, 0.959], [0.211, -3.194, -0.362], [0.289, -4.504, -0.805], [-0.612, -4.938, -1.764], [-1.564, -4.058, -2.252], [-1.591, -2.771, -1.748], [-0.723, -2.356, -0.826], [1.137, 0.619, 2.322], [1.833, 1.435, 3.196], [1.306, 2.675, 3.514], [0.096, 3.058, 2.964], [-0.541, 2.189, 2.099], [-0.025, 1.002, 1.784], [3.557, -0.659, 2.859], [2.664, -4.143, 0.557], [1.032, -5.178, -0.406], [-0.569, -5.956, -2.127], [-2.278, -4.356, -3.005], [-2.320, -2.044, -2.083], [2.780, 1.125, 3.608], [1.839, 3.335, 4.185], [-0.351, 4.016, 3.188], [-1.489, 2.440, 1.642], [-5.642, -2.640, 1.696], [-5.070, -1.589, 1.103], [-3.690, -1.497, 1.079], [-3.106, -0.393, 0.461], [-3.890, 0.610, -0.136], [-5.270, 0.445, -0.088], [-6.083, 1.350, -0.654], [-5.880, -0.634, 0.523], [-3.182, 1.755, -0.755], [-3.778, 2.915, -1.230], [-2.976, 3.932, -1.728], [-1.601, 3.783, -1.733], [-1.068, 2.602, -1.248], [-1.841, 1.618, -0.786], [-3.108, -2.284, 1.542], [-6.957, -0.721, 0.540], [-4.848, 3.027, -1.207], [-3.432, 4.840, -2.100], [-0.941, 4.557, -2.096], [0.000, 2.439, -1.208], [0.845, -1.045, -3.760], [1.655, -0.005, -3.538], [1.041, 1.106, -3.926], [2.773, -0.164, -4.221], [1.995, 0.044, -1.733], [0.676, 0.300, -1.138], [2.562, -1.229, -1.395], [2.898, 1.289, -1.645], [3.108, 2.026, -0.250], [3.635, 1.162, 0.771], [1.995, 2.868, 0.101], [4.472, 3.157, -0.752], [4.065, 3.959, -1.726], [4.796, 3.885, 0.313], [5.527, 2.467, -1.153]],
  "atomic_forces_ev_per_a": [[-0.1, -0.1, 0.5], [-0.1, -0.1, 0.4], [0.2, 0.2, -1.0], [-0.1, -0.1, 0.4], [-0.1, 0.0, 0.2], [0.0, -0.1, 0.0], [0.0, 0.0, 0.0], [0.0, 0.0, 0.0], [0.0, -0.1, 0.0], [0.0, 0.0, 0.0], [0.0, 0.0, 0.0], [0.0, 0.0, 0.0], [0.0, 0.0, 0.0], [0.0, 0.0, 0.0], [0.0, 0.0, 0.0], [0.0, 0.0, -0.1], [-0.1, -0.1, 0.0], [0.0, 0.0, 0.0], [0.0, 0.0, 0.0], [0.0, 0.0, 0.0], [0.0, 0.0, 0.0], [0.1, 0.0, -0.1], [0.0, 0.0, 0.0], [0.0, 0.0, 0.0], [0.0, 0.0, 0.0], [0.0, 0.0, 0.0], [0.0, 0.0, 0.0], [0.0, 0.0, 0.0], [0.0, 0.0, 0.0], [0.0, 0.0, 0.0], [0.0, 0.0, 0.0], [0.0, 0.0, 0.0], [0.0, 0.0, 0.0], [0.0, 0.0, 0.0], [0.0, 0.0, 0.0], [0.0, -0.1, -0.2], [0.0, 0.0, 0.0], [0.0, 0.0, 0.0], [0.0, 0.0, 0.0], [0.0, 0.0, 0.0], [0.0, 0.0, 0.0], [0.0, 0.0, 0.0], [0.0, 0.0, 0.0], [0.0, 0.0, 0.0], [0.0, 0.0, 0.0], [-0.1, 0.0, 0.0], [0.0, 0.0, 0.0], [0.0, 0.0, 0.0], [0.0, 0.0, 0.0], [0.0, 0.0, 0.0], [0.0, 0.0, 0.0], [0.0, 0.0, 0.0], [0.0, 0.0, 0.0], [0.0, 0.0, 0.0], [0.0, 0.0, 0.0], [0.0, 0.0, 0.0], [-0.1, -0.1, 0.1], [-0.1, 0.1, -0.2], [0.0, 0.0, -0.1], [0.2, 0.0, 0.0], [0.0, 0.0, -0.1], [0.1, 0.1, -0.1], [0.0, 0.0, 0.0], [0.0, 0.0, 0.0], [0.0, 0.0, 0.0], [0.0, 0.0, 0.0], [0.0, 0.0, 0.0]],
  "mulliken_spin": [2.838, 0.284, 0.051, 0.379, 0.279, -0.043, 0.026, 0.084, 0.071, 0.003, 0.028, 0.005, 0.001, -0.003, -0.008, 0.120, 0.052, 0.007, -0.004, 0.007, -0.009, 0.182, -0.003, 0.005, 0.001, 0.000, 0.001, 0.003, 0.000, 0.000, 0.001, 0.002, -0.001, -0.026, 0.014, 0.152, -0.008, 0.011, 0.000, 0.075, 0.072, 0.010, -0.003, 0.011, -0.008, 0.119, 0.033, 0.003, 0.002, 0.000, 0.001, 0.024, -0.001, 0.002, 0.000, 0.001, 0.015, 0.133, 0.003, 0.006, 0.000, 0.000, 0.000, 0.000, 0.000, 0.000, 0.000],
  "charge": 1,
  "e_tot_ha": -3539.2148,
  "multiplicity": 6,
  "max_force_ev_per_a": 1.1,
  "e_homo_ev": [-10.866, -11.828]
}

=====

Record 2
{
  "formula": "C29H18BrClIMnN5O4Se",
  "method": "ωB97M-V/def2-TZVPD",
  "elements": ["Mn", "Se", "N", "C", "C", "C", "C", "C", "N", "C", "C", "N", "C", "C", "C", "C", "C", "N", "H", "H", "H", "H", "H", "H", "Cl", "C", "C", "C", "I", "C", "O", "C", "N", "C", "C", "C", "C", "H", "H", "H", "H", "C", "O", "H", "H", "H", "H", "Br", "C", "C", "C", "C", "C", "C", "C", "O", "O", "H", "H", "H", "H"],
  "xyz": [[0.015, -0.411, -0.200], [-4.640, 5.635, 0.763], [-2.990, 5.248, 1.300], [-2.700, 4.076, 0.807], [-1.408, 3.413, 1.008], [-0.404, 3.961, 1.809], [0.786, 3.292, 1.934], [0.952, 2.098, 1.238], [-0.001, 1.565, 0.483], [-1.178, 2.199, 0.383], [-2.256, 1.528, -0.401], [-1.982, 0.326, -0.912], [-2.906, -0.320, -1.600], [-4.180, 0.201, -1.812], [-4.476, 1.435, -1.287], [-3.494, 2.124, -0.571], [-3.729, 3.443, 0.019], [-4.842, 4.106, -0.120], [-0.586, 4.899, 2.318], [1.585, 3.671, 2.555], [1.875, 1.535, 1.298], [-2.617, -1.291, -1.986], [-4.912, -0.366, -2.369], [-5.451, 1.886, -1.412], [1.749, -3.203, -6.496], [1.231, -2.877, -4.860], [0.841, -3.907, -4.061], [0.406, -3.678, -2.743], [-0.175, -5.272, -1.545], [0.356, -2.410, -2.196], [-0.040, -2.143, -0.992], [0.778, -1.325, -3.052], [0.734, -0.073, -2.512], [1.096, 0.946, -3.247], [1.547, 0.822, -4.572], [1.607, -0.420, -5.132], [1.211, -1.548, -4.379], [0.865, -4.916, -4.450], [1.040, 1.924, -2.777], [1.850, 1.702, -5.123], [1.954, -0.554, -6.148], [3.596, -0.825, -0.802], [2.961, -2.075, -0.642], [4.300, -0.613, 0.009], [2.875, -0.001, -0.857], [4.146, -0.858, -1.742], [2.457, -2.047, 0.184], [1.607, -2.022, 8.263], [1.228, -1.771, 6.423], [2.229, -1.989, 5.490], [1.949, -1.784, 4.147], [0.683, -1.380, 3.745], [-0.310, -1.179, 4.695], [-0.042, -1.367, 6.043], [0.394, -1.116, 2.298], [-0.793, -0.978, 1.923], [1.381, -0.998, 1.502], [3.212, -2.304, 5.812], [2.714, -1.937, 3.398], [-1.293, -0.875, 4.361], [-0.805, -1.201, 6.791]],
  "atomic_forces_ev_per_a": [[0.3, -0.4, 0.3], [-0.2, 0.2, 0.1], [0.1, 0.0, 0.0], [0.2, -0.1, 0.0], [-0.2, 0.4, 0.1], [-0.2, 0.1, -0.1], [0.2, -0.1, 0.0], [0.1, 0.0, 0.0], [0.0, 0.9, 0.3], [-0.4, -0.3, -0.3], [0.4, 0.2, 0.2], [0.0, 0.1, 0.2], [0.1, -0.2, -0.1], [0.0, -0.1, 0.0], [0.0, 0.2, 0.0], [-0.4, 0.3, 0.0], [0.1, -0.3, -0.1], [0.0, 0.0, 0.0], [0.0, 0.0, 0.0], [0.0, 0.0, 0.0], [0.0, 0.0, 0.0], [0.0, 0.0, 0.0], [0.0, 0.0, 0.0], [0.0, 0.0, 0.0], [0.0, 0.0, 0.1], [0.0, 0.0, -0.1], [-0.1, -0.1, 0.1], [0.0, -0.1, -0.1], [0.0, 0.0, 0.0], [0.0, 0.4, 0.2], [-0.2, -1.4, -0.9], [0.0, 0.0, -0.1], [0.0, -0.4, 0.2], [0.1, 0.2, 0.0], [0.0, 0.1, 0.1], [0.0, -0.2, 0.0], [0.1, 0.2, 0.0], [0.0, 0.0, 0.0], [0.0, 0.0, 0.0], [0.0, 0.0, 0.0], [0.0, 0.0, 0.0], [0.0, -0.1, 0.1], [0.1, 0.1, 0.0], [0.0, 0.0, 0.0], [0.0, 0.1, 0.0], [0.0, 0.0, 0.0], [-0.1, 0.0, -0.1], [0.0, 0.0, 0.0], [0.0, 0.0, 0.0], [0.0, 0.0, -0.1], [0.1, 0.0, 0.1], [0.0, 0.0, -0.1], [-0.1, 0.0, 0.1], [0.0, 0.0, -0.1], [0.0, -0.1, 0.0], [0.1, 0.2, -0.2], [0.0, 0.2, 0.0], [0.0, 0.0, 0.0], [0.0, 0.0, 0.0], [0.0, 0.0, 0.0], [0.0, 0.0, 0.0]],
  "mulliken_spin": [4.772, -0.001, -0.001, -0.001, -0.003, 0.013, -0.002, 0.021, -0.004, -0.002, -0.023, 0.080, 0.016, 0.002, 0.005, 0.003, -0.001, 0.000, 0.000, 0.000, 0.003, -0.002, -0.001, 0.000, 0.001, 0.010, -0.003, 0.027, 0.001, -0.021, 0.034, -0.010, 0.009, 0.035, -0.004, 0.006, -0.014, -0.001, 0.002, 0.000, 0.000, 0.013, -0.001, 0.001, 0.004, 0.000, 0.001, 0.000, 0.001, 0.000, 0.004, 0.012, 0.002, 0.000, -0.049, 0.022, 0.036, 0.000, 0.003, 0.002, 0.000],
  "e_tot_ha": -8575.1537,
  "multiplicity": 6,
  "de_lowest_kcal_mol": 0.12,
  "max_force_ev_per_a": 1.6,
  "e_homo_ev": [-7.218, -7.333]
}

=====

Record 3
{
  "formula": "C29H19BrMoN5O4",
  "method": "ωB97M-V/def2-TZVPD",
  "elements": ["Mo", "O", "C", "C", "C", "C", "C", "C", "C", "O", "N", "N", "C", "C", "C", "C", "C", "C", "C", "O", "H", "H", "H", "H", "H", "H", "H", "H", "H", "H", "Br", "C", "C", "C", "C", "C", "C", "N", "N", "C", "C", "C", "C", "O", "C", "N", "C", "C", "C", "C", "H", "H", "H", "H", "H", "H", "H", "H", "H"],
  "xyz": [[-1.231, 1.427, 0.668], [-1.760, 6.536, -1.160], [-0.967, 6.604, -0.080], [-0.400, 7.845, 0.210], [0.425, 7.995, 1.302], [0.715, 6.915, 2.140], [0.161, 5.690, 1.866], [-0.686, 5.510, 0.760], [-1.256, 4.198, 0.521], [-0.984, 3.206, 1.375], [-2.030, 3.954, -0.503], [-2.466, 2.634, -0.442], [-3.606, 2.378, -1.004], [-4.360, 1.198, -0.757], [-5.558, 0.978, -1.464], [-6.381, -0.067, -1.131], [-6.041, -0.897, -0.057], [-4.882, -0.698, 0.664], [-4.020, 0.343, 0.312], [-2.895, 0.506, 1.015], [-2.093, 5.627, -1.263], [-0.629, 8.675, -0.445], [0.854, 8.966, 1.509], [1.365, 7.045, 2.994], [0.367, 4.838, 2.499], [-4.034, 3.171, -1.612], [-5.820, 1.652, -2.270], [-7.296, -0.240, -1.679], [-6.703, -1.706, 0.220], [-4.629, -1.324, 1.510], [6.452, -9.272, -0.574], [5.469, -7.672, -0.407], [4.381, -7.628, 0.449], [3.662, -6.449, 0.558], [4.040, -5.335, -0.179], [5.135, -5.385, -1.038], [5.851, -6.560, -1.152], [3.224, -4.179, 0.010], [3.628, -3.154, -0.557], [2.800, -2.011, -0.354], [3.455, -0.807, -0.340], [2.790, 0.414, -0.102], [1.441, 0.385, 0.105], [0.663, 1.460, 0.334], [0.739, -0.830, 0.051], [-0.603, -0.696, 0.232], [-1.353, -1.785, 0.145], [-0.811, -3.040, -0.140], [0.543, -3.182, -0.311], [1.381, -2.054, -0.192], [4.102, -8.502, 1.020], [2.809, -6.378, 1.219], [5.411, -4.510, -1.609], [6.702, -6.623, -1.816], [4.524, -0.808, -0.502], [3.332, 1.348, -0.082], [-2.415, -1.667, 0.298], [-1.475, -3.887, -0.226], [0.963, -4.149, -0.536]],
  "atomic_forces_ev_per_a": [[0.0, -0.4, 0.4], [0.0, 0.0, 0.0], [0.0, 0.0, 0.0], [0.0, 0.0, 0.0], [0.0, 0.0, 0.0], [0.0, 0.0, 0.0], [0.0, 0.0, 0.0], [0.0, 0.0, 0.1], [0.0, 0.0, -0.2], [-0.2, 0.4, 0.0], [0.1, 0.0, 0.2], [0.1, 0.1, -0.1], [0.0, 0.0, 0.0], [0.0, -0.1, 0.0], [0.0, 0.0, 0.0], [0.0, 0.0, 0.0], [0.0, -0.1, 0.1], [0.0, 0.1, -0.1], [0.0, -0.1, -0.1], [-0.1, 0.2, 0.0], [0.0, 0.0, 0.0], [0.0, 0.0, 0.0], [0.0, 0.0, 0.0], [0.0, 0.0, 0.0], [0.0, 0.0, 0.0], [0.0, 0.0, 0.0], [0.0, 0.0, 0.0], [0.0, 0.0, 0.0], [0.0, 0.0, 0.0], [0.0, 0.0, 0.0], [0.0, 0.0, 0.0], [0.0, 0.0, 0.0], [0.0, 0.0, 0.0], [0.0, 0.0, 0.0], [-0.2, 0.2, 0.0], [0.0, 0.0, 0.0], [0.0, 0.0, 0.0], [0.1, -0.2, 0.0], [-0.1, 0.2, 0.1], [0.2, -0.2, -0.1], [0.0, 0.1, 0.0], [0.0, -0.1, 0.0], [0.0, 0.2, -0.1], [0.2, 0.0, -0.1], [0.1, -0.1, 0.0], [-0.2, -0.1, -0.1], [0.0, 0.0, 0.0], [0.0, 0.0, 0.0], [0.0, 0.0, 0.0], [0.0, 0.0, 0.0], [0.0, 0.0, 0.0], [0.0, 0.0, 0.0], [0.0, 0.0, 0.0], [0.0, 0.0, 0.0], [0.0, 0.0, 0.0], [0.0, 0.0, 0.0], [0.0, 0.0, 0.0], [0.0, 0.0, 0.0], [0.0, 0.0, 0.0]],
  "mulliken_spin": [1.990, -0.001, -0.001, 0.000, 0.000, 0.000, 0.004, -0.008, 0.007, -0.024, 0.012, -0.028, 0.017, -0.014, 0.028, -0.013, 0.015, -0.030, 0.036, -0.018, -0.001, 0.000, 0.000, 0.000, -0.004, 0.002, 0.001, 0.000, 0.001, -0.002, 0.000, 0.001, -0.001, 0.001, -0.001, 0.001, -0.001, 0.004, -0.003, 0.005, -0.006, 0.002, -0.025, 0.052, -0.022, 0.017, 0.006, -0.006, 0.009, 0.006, 0.000, 0.000, 0.000, 0.000, 0.000, 0.000, -0.007, 0.000, 0.001],
  "charge": 1,
  "e_tot_ha": -4333.2827,
  "multiplicity": 3,
  "de_lowest_kcal_mol": 0.00,
  "max_force_ev_per_a": 0.6,
  "e_homo_ev": [-10.701, -10.747]
}